Formula: C45H48ILaN12O6S2
Source: the OMol25 dataset
Level of theory: the ωB97M-V functional and the def2-TZVPD basis

```
115
Properties=species:S:1:pos:R:3:forces:R:3:mulliken_charge:R:1
La 0.166502 1.353779 -0.333195 0.320 -0.058 0.067 2.06
N -1.541624 1.391723 -2.634631 0.133 0.278 0.059 -0.59
C -1.061947 1.135911 -4.000844 -0.025 -0.135 0.038 -0.36
C 0.240473 1.878640 -4.288696 -0.075 0.082 -0.204 -0.56
C 1.406593 1.172401 -3.612759 -0.013 -0.003 0.624 0.08
O 2.240746 0.560130 -4.264366 -0.029 0.042 -0.183 -0.75
O 1.362708 1.248318 -2.322835 0.313 -0.179 -0.538 0.40
H -2.230117 0.710543 -2.339118 0.001 -0.026 -0.005 0.12
H -2.006336 2.297733 -2.606323 -0.059 -0.023 -0.024 0.08
H -1.819314 1.409464 -4.745043 0.003 0.028 0.001 0.54
H -0.891821 0.059500 -4.089333 -0.011 0.019 -0.014 -0.12
H 0.143318 2.901229 -3.912077 0.072 0.013 -0.024 0.08
H 0.421425 1.917759 -5.364103 -0.036 -0.025 0.015 0.45
C -1.145212 -1.753418 4.563918 -0.057 -0.031 0.047 -1.24
C 0.066359 -0.907062 4.454096 0.078 -0.072 0.112 1.09
N 0.963947 -0.751179 5.373063 -0.064 0.034 -0.123 -1.03
N 1.866655 0.107086 4.803023 0.026 0.035 0.052 0.36
C 1.563325 0.491676 3.545501 0.087 -0.051 -0.108 -0.26
S 2.378841 1.519546 2.545282 -0.101 -0.012 -0.018 -0.40
N 0.391749 -0.196904 3.327222 0.039 0.061 -0.130 0.38
N -0.321250 -0.151240 2.134737 -0.073 0.187 0.085 1.05
H -1.243979 -2.077608 5.597154 -0.007 -0.008 -0.009 0.39
H -1.075193 -2.638279 3.927717 0.011 0.007 0.023 0.20
H -2.041770 -1.203795 4.272383 0.018 0.037 0.006 0.31
H 2.692153 0.393871 5.294979 0.018 -0.021 0.015 0.23
H -0.729692 -1.058690 1.944397 0.056 0.005 -0.037 -1.26
H -1.059376 0.549175 2.207623 -0.077 -0.063 0.022 0.33
C -1.072640 -6.498377 -1.952182 0.073 0.057 0.029 -0.89
O 0.132232 -5.793009 -1.680178 -0.035 -0.010 -0.022 -0.48
C 0.280479 -5.502534 -0.335244 0.015 -0.014 0.018 0.22
C 1.013267 -6.338335 0.483271 -0.021 0.045 0.022 -0.20
C 1.178263 -6.027982 1.828624 0.001 0.000 -0.037 -0.89
C 0.590964 -4.880293 2.335445 -0.055 -0.008 -0.014 -0.23
C -0.147282 -4.042144 1.511200 0.002 -0.062 0.065 -0.03
C -0.292785 -4.327215 0.160712 0.011 -0.043 -0.153 0.66
N -1.009763 -3.514760 -0.729240 0.007 0.083 -0.016 -0.17
C -1.043101 -2.102323 -0.489617 0.085 0.234 0.168 -1.54
N -2.183330 -1.786055 0.192137 0.134 0.060 -0.100 0.69
C -2.903137 -0.556328 0.350458 -0.173 -0.276 0.020 0.21
C -2.362994 0.698275 0.116008 -0.065 -0.037 0.118 -1.61
C -3.253557 1.769250 0.304378 -0.046 0.031 0.003 0.36
C -4.558653 1.624325 0.746508 -0.028 -0.168 -0.057 -1.13
C -5.051576 0.345222 1.000592 0.028 0.073 -0.005 -0.31
C -4.227575 -0.740426 0.786979 0.043 0.029 -0.026 1.16
O -4.668850 -2.039914 1.038291 -0.007 -0.031 0.013 -0.47
C -5.750397 -2.454253 0.221385 0.062 0.046 -0.002 -0.92
N -0.108326 -1.283308 -0.824064 -0.132 -0.415 -0.406 1.46
C 1.000626 -1.786496 -1.605702 -0.094 0.167 0.313 -0.35
C 2.307897 -1.598605 -1.153448 -0.026 -0.087 0.014 0.91
C 3.362746 -2.090995 -1.915933 -0.033 0.017 0.011 -0.48
C 3.139175 -2.703093 -3.129612 0.020 -0.013 -0.052 -1.46
C 1.850628 -2.818998 -3.631938 0.009 0.026 0.074 -0.69
C 0.795219 -2.348145 -2.872344 -0.140 0.114 -0.094 0.88
O -0.517944 -2.384611 -3.316002 -0.043 -0.131 0.128 -0.26
C -0.726106 -2.801543 -4.648266 0.054 0.067 0.054 -1.24
H -1.135037 -6.616074 -3.032696 0.002 -0.002 -0.003 0.26
H -1.941534 -5.938090 -1.594208 -0.018 -0.030 -0.004 0.28
H -1.055587 -7.483537 -1.476766 -0.032 -0.001 0.001 0.38
H 1.469309 -7.215523 0.041669 0.012 -0.011 0.020 0.44
H 1.776278 -6.666354 2.464618 0.002 0.005 0.005 0.38
H 0.726759 -4.612490 3.375855 0.008 -0.002 0.007 0.43
H -0.586079 -3.137934 1.913538 -0.005 -0.048 -0.054 -0.34
H -0.776065 -3.697854 -1.695362 0.101 -0.083 -0.061 0.22
H -2.759378 -2.601459 0.328220 -0.092 0.038 0.043 0.64
H -2.900551 2.785468 0.136372 0.014 -0.009 0.042 0.24
H -5.182304 2.494474 0.913362 -0.028 -0.015 0.006 0.44
H -6.057081 0.189595 1.372624 -0.007 0.012 0.000 0.41
H -6.645004 -1.854956 0.405375 -0.011 -0.007 -0.007 0.33
H -5.955991 -3.493938 0.471699 -0.010 -0.002 -0.001 0.28
H -5.485959 -2.376771 -0.838175 -0.019 -0.003 -0.002 0.28
H 1.796814 -0.210878 0.378053 0.193 -0.084 0.062 -2.68
H 4.364882 -1.949258 -1.533525 0.010 -0.016 -0.019 0.46
H 3.973011 -3.062487 -3.720010 0.002 -0.003 0.003 0.36
H 1.683956 -3.245529 -4.609894 0.031 0.006 0.011 0.42
H -1.796542 -2.725840 -4.828445 -0.011 -0.012 0.008 0.22
H -0.398277 -3.835132 -4.797446 -0.044 -0.003 -0.028 0.34
H -0.191230 -2.150650 -5.345763 0.005 -0.021 -0.020 0.39
I -2.264788 5.256533 -3.027564 -0.015 -0.027 -0.046 -0.15
C -1.152021 4.996554 -1.181290 0.038 -0.011 0.087 -0.77
H -0.805244 3.966029 -1.207808 -0.042 0.049 -0.028 -0.27
H -1.881404 5.139317 -0.388008 -0.005 0.026 -0.015 0.56
C 3.238353 5.161000 -0.119694 0.244 0.245 -0.236 -1.35
S 1.755787 4.538541 0.652084 -0.168 -0.823 -0.225 0.33
O 1.519651 3.330133 -0.316574 0.087 0.683 0.458 -0.31
C 0.580215 5.698449 0.352884 -0.253 0.282 -0.027 -0.27
C 0.032263 5.959835 -1.032306 0.104 0.139 0.042 -0.01
C -0.376947 7.409190 -1.108049 -0.018 -0.087 -0.003 -1.13
C -0.881310 8.011373 -0.011107 -0.107 0.095 0.115 0.00
C -0.849379 7.410626 1.295731 0.095 -0.001 -0.173 -1.25
C -0.032429 6.320455 1.457836 -0.020 -0.088 -0.061 -0.13
H 3.038342 5.313248 -1.181012 0.023 0.018 0.022 0.33
H 4.033809 4.427321 0.003665 -0.043 -0.056 0.009 0.42
H 3.502911 6.100224 0.363943 0.011 -0.010 -0.005 0.37
H 0.762304 5.707607 -1.807373 -0.001 0.010 -0.018 0.51
H -0.323856 7.931212 -2.056171 0.030 -0.018 -0.007 0.37
H -1.266182 9.023808 -0.108243 0.003 -0.005 0.028 0.38
H -1.308125 7.888073 2.149073 -0.036 0.006 -0.007 0.48
H 0.183565 5.947552 2.455181 0.020 -0.006 0.001 0.51
N 7.032978 -2.202973 3.240422 0.045 -0.036 0.020 -0.83
C 6.103789 -1.912482 2.603540 -0.233 0.131 -0.154 0.00
C 4.974632 -1.561574 1.836832 0.151 -0.090 0.088 -0.31
C 4.996788 -0.499979 0.877753 0.071 0.133 -0.002 -0.26
C 3.934417 -0.149052 0.124937 0.000 -0.148 0.116 -1.84
C 2.631799 -0.906129 0.172249 -0.104 -0.395 -0.007 3.81
C 2.615558 -1.912247 1.304897 0.100 0.025 -0.063 -0.53
C 3.722875 -2.214389 2.019020 -0.071 -0.061 0.093 -0.20
H 5.910079 0.080038 0.776155 0.001 -0.021 0.012 0.38
H 3.996766 0.694561 -0.552599 -0.029 -0.016 -0.049 0.41
H 1.687343 -2.442010 1.494853 0.139 0.101 -0.067 -0.11
H 3.648789 -2.984592 2.783550 0.010 0.002 0.000 0.42
N -0.634752 2.670022 1.723869 -0.209 0.424 0.279 0.04
C -0.825263 3.135709 2.778910 -0.172 -0.106 0.016 0.41
N -1.012031 3.486288 4.003844 0.082 0.088 -0.076 -0.81
C -1.603387 4.623515 4.318566 -0.040 -0.048 0.047 0.54
N -2.120883 5.585799 4.708928 0.017 0.011 0.012 -0.70
```
Positions in Å, forces in eV/Å.

As for the HOMO energy: -1.1 eV. The LUMO energy is 3.2498 eV. For the strongest force on any atom, the calculation gives 0.017 hartree/bohr. The total charge is -2. As for the orbital gap: 4.30 eV. The energy comes out at -108242.764 eV.